A cluster of 6 separate species, C38H38Br2F5I2N4 in total in a non-equilibrium geometry, computed with ωB97M-V/def2-TZVPD.

Last columns: bonded neighbours and bond lengths (Å).
CARTESIAN COORDINATES (ANGSTROEM)
1 C -0.87 -5.65 3.26  C2 1.618, H17 1.139, H18 1.129, H19 1.130
2 C 0.09 -4.51 2.63  C1 1.618, C3 1.597, H20 1.139, H21 1.129
3 C -0.61 -3.11 2.96  C2 1.597, I4 2.173, C5 1.589, H22 1.142
4 I 0.36 -2.00 4.55  C3 2.173
5 C -0.75 -2.16 1.70  C3 1.589, N6 1.425, N15 1.413
6 N -0.21 -0.84 1.72  C5 1.425, C7 1.432
7 C -0.60 -0.36 0.42  N6 1.432, N8 1.346, N9 1.420
8 N -0.24 0.89 0.10  C7 1.346, H23 1.025, H24 1.018
9 N -1.31 -1.33 -0.34  C7 1.420, C10 1.474, N15 1.357
10 C -1.77 -1.07 -1.71  N9 1.474, Br11 2.008, C12 1.593, H25 1.139
11 Br -0.55 -1.91 -3.07  C10 2.008
12 C -3.31 -1.42 -1.99  C10 1.593, C13 1.591, Br14 2.007, H26 1.137
13 C -4.26 -1.25 -0.73  C12 1.591, H27 1.142, H28 1.129, H29 1.136
14 Br -3.90 -0.12 -3.40  C12 2.007
15 N -1.37 -2.42 0.46  C5 1.413, N9 1.357, I16 2.051
16 I -2.23 -4.22 -0.02  N15 2.051
17 H -1.10 -5.35 4.33  C1 1.139
18 H -0.39 -6.67 3.20  C1 1.129
19 H -1.85 -5.58 2.70  C1 1.130
20 H 1.07 -4.61 3.20  C2 1.139
21 H 0.30 -4.69 1.54  C2 1.129
22 H -1.68 -3.33 3.30  C3 1.142
23 H -0.97 1.49 -0.30  N8 1.025
24 H 0.68 1.30 0.27  N8 1.018
25 H -1.66 0.05 -1.88  C10 1.139
26 H -3.36 -2.49 -2.37  C12 1.137
27 H -5.17 -1.94 -0.80  C13 1.142
28 H -3.79 -1.47 0.27  C13 1.129
29 H -4.69 -0.20 -0.75  C13 1.136
30 F 5.10 -0.99 -7.34  C31 1.342
31 C 4.21 -0.46 -6.49  F30 1.342, C32 1.385, C36 1.385
32 C 3.53 -1.28 -5.61  C31 1.385, C33 1.390, H37 1.081
33 C 2.61 -0.73 -4.73  C32 1.390, C34 1.392, H38 1.085
34 C 2.36 0.64 -4.75  C33 1.392, C35 1.392, H39 1.085
35 C 3.05 1.46 -5.64  C34 1.392, C36 1.390, H40 1.084
36 C 3.98 0.91 -6.51  C31 1.385, C35 1.390, H41 1.083
37 H 3.72 -2.35 -5.62  C32 1.081
38 H 2.08 -1.37 -4.03  C33 1.085
39 H 1.64 1.07 -4.06  C34 1.085
40 H 2.85 2.53 -5.66  C35 1.084
41 H 4.52 1.54 -7.21  C36 1.083
42 F -0.64 -7.71 6.62  C43 1.344
43 C -1.54 -7.20 7.48  F42 1.344, C44 1.385, C48 1.385
44 C -2.21 -8.04 8.34  C43 1.385, C45 1.390, H49 1.083
45 C -3.14 -7.51 9.23  C44 1.390, C46 1.392, H50 1.084
46 C -3.39 -6.14 9.24  C45 1.392, C47 1.391, H51 1.084
47 C -2.71 -5.30 8.36  C46 1.391, C48 1.390, H52 1.084
48 C -1.77 -5.83 7.48  C43 1.385, C47 1.390, H53 1.084
49 H -2.02 -9.11 8.32  C44 1.083
50 H -3.67 -8.16 9.92  C45 1.084
51 H -4.11 -5.72 9.93  C46 1.084
52 H -2.90 -4.23 8.36  C47 1.084
53 H -1.23 -5.20 6.79  C48 1.084
54 F -0.41 3.29 -0.89  C55 1.356
55 C -0.28 4.52 -0.34  F54 1.356, C56 1.384, C60 1.384
56 C 0.24 4.64 0.93  C55 1.384, C57 1.390, H61 1.084
57 C 0.39 5.91 1.49  C56 1.390, C58 1.392, H62 1.084
58 C 0.00 7.03 0.77  C57 1.392, C59 1.391, H63 1.083
59 C -0.53 6.89 -0.51  C58 1.391, C60 1.390, H64 1.084
60 C -0.66 5.63 -1.07  C55 1.384, C59 1.390, H65 1.084
61 H 0.54 3.75 1.48  C56 1.084
62 H 0.80 6.01 2.49  C57 1.084
63 H 0.10 8.02 1.21  C58 1.083
64 H -0.84 7.77 -1.07  C59 1.084
65 H -1.06 5.51 -2.07  C60 1.084
66 F -0.22 9.92 1.47  C67 1.348
67 C 0.43 10.39 2.56  F66 1.348, C68 1.385, C72 1.384
68 C 1.81 10.27 2.64  C67 1.385, C69 1.390, H73 1.084
69 C 2.47 10.76 3.75  C68 1.390, C70 1.392, H74 1.084
70 C 1.76 11.36 4.78  C69 1.392, C71 1.391, H75 1.084
71 C 0.37 11.47 4.70  C70 1.391, C72 1.390, H76 1.084
72 C -0.30 10.99 3.58  C67 1.384, C71 1.390, H77 1.083
73 H 2.35 9.79 1.83  C68 1.084
74 H 3.55 10.67 3.82  C69 1.084
75 H 2.28 11.73 5.66  C70 1.084
76 H -0.19 11.93 5.50  C71 1.084
77 H -1.37 11.08 3.49  C72 1.083
78 F 1.93 -3.91 -5.54  C79 1.347
79 C 1.90 -4.25 -6.85  F78 1.347, C80 1.385, C84 1.385
80 C 3.08 -4.23 -7.58  C79 1.385, C81 1.390, H85 1.083
81 C 3.06 -4.59 -8.92  C80 1.390, C82 1.392, H86 1.084
82 C 1.86 -4.96 -9.52  C81 1.392, C83 1.391, H87 1.084
83 C 0.68 -4.97 -8.78  C82 1.391, C84 1.390, H88 1.084
84 C 0.70 -4.62 -7.43  C79 1.385, C83 1.390, H89 1.083
85 H 4.01 -3.94 -7.09  C80 1.083
86 H 3.98 -4.59 -9.50  C81 1.084
87 H 1.84 -5.23 -10.57  C82 1.084
88 H -0.25 -5.25 -9.25  C83 1.084
89 H -0.20 -4.64 -6.84  C84 1.083

Computed properties:
- M: 1059.36 g mol⁻¹
- Gap between HOMO and LUMO: 6.043 eV
- Max |F|: 6.2 eV Å⁻¹
- Spin multiplicity: 1
- Net charge: +1
- Lowest unoccupied orbital energy: -4.710 eV